C4H6O2 | ωB97M-V/def2-TZVPD

Geometry as ORCA input:
```
! wB97M-V def2-TZVPD RIJCOSX def2/J DEFGRID3
* xyz 0 1
O -0.582 1.172 -1.462
C 0.757 0.817 -1.246
C 0.939 -0.393 -0.355
O -1.173 -0.369 2.280
C -0.062 -0.921 0.301
C -1.059 -1.105 1.130
H -1.059 1.040 -0.630
H 1.325 1.644 -0.783
H 1.204 0.633 -2.228
H 1.953 -0.770 -0.220
H -0.378 0.184 2.328
H -1.859 -1.830 1.026
*
```

* HOMO level: -9.2 eV
* HOMO-LUMO gap: 9.84 eV